# C12H42AsB3F6N2NaSn2

C12H42AsB3F6N2NaSn2 as an isolated structure at a distorted geometry (wB97M-V/def2-TZVPD, OMol25).

Each line ends with the natural charge from an NBO analysis.
Element x y z (Å)
1 Na 0.412 3.200 2.788  0.98
2 Sn -3.061 0.852 -4.150  1.39
3 Sn -4.877 -1.116 3.543  1.67
4 B -2.812 3.078 5.151  -0.76
5 H -3.594 2.990 5.889  0.03
6 H -2.151 2.238 5.296  0.01
7 H -3.281 3.003 4.182  -0.02
8 H -2.174 3.938 5.287  0.03
9 B -6.810 0.111 -1.037  -0.71
10 H -7.501 -0.110 -0.238  0.07
11 H -7.285 0.085 -2.005  0.03
12 H -6.379 1.082 -0.850  0.01
13 H -6.008 -0.611 -1.032  0.03
14 B -1.322 -0.004 0.246  -0.86
15 H -2.017 0.812 0.369  -0.02
16 H -0.610 0.260 -0.521  -0.01
17 H -0.832 -0.010 1.208  0.00
18 H -1.871 -0.899 -0.001  -0.01
19 As -6.943 -6.419 0.932  2.79
20 F -6.114 -7.490 -0.288  -0.62
21 F -8.545 -7.299 0.757  -0.63
22 F -7.731 -5.363 2.114  -0.64
23 F -5.415 -5.536 1.214  -0.65
24 F -7.509 -5.321 -0.387  -0.63
25 F -6.586 -7.574 2.267  -0.62
26 C 5.297 4.124 2.832  -0.61
27 C 5.253 3.707 4.293  -0.23
28 N 3.910 3.982 4.833  -0.47
29 C 3.795 5.303 5.422  -0.23
30 C 3.915 6.463 4.485  -0.62
31 C 3.572 3.089 5.972  -0.22
32 C 3.358 1.619 5.496  -0.61
33 H 4.613 3.590 2.173  0.20
34 H 6.330 3.836 2.636  0.22
35 H 5.146 5.196 2.706  0.21
36 H 5.410 2.629 4.320  0.20
37 H 5.936 4.267 4.932  0.19
38 H 2.827 5.311 5.924  0.19
39 H 4.378 5.450 6.331  0.18
40 H 3.392 6.216 3.561  0.19
41 H 3.451 7.295 5.015  0.23
42 H 4.934 6.754 4.233  0.21
43 H 2.689 3.464 6.490  0.20
44 H 4.411 3.053 6.667  0.18
45 H 3.054 1.051 6.375  0.22
46 H 4.295 1.188 5.143  0.21
47 H 2.604 1.432 4.730  0.18
48 C 2.240 -1.058 -5.091  -0.62
49 C 1.907 -1.934 -6.288  -0.23
50 N 0.646 -2.765 -6.079  -0.39
51 C 0.700 -3.779 -4.970  -0.24
52 C -0.501 -4.588 -4.630  -0.61
53 C 0.471 -3.381 -7.428  -0.24
54 C 0.087 -2.389 -8.515  -0.64
55 H 2.218 -1.641 -4.170  0.21
56 H 1.614 -0.201 -4.841  0.19
57 H 3.300 -0.820 -5.177  0.22
58 H 1.697 -1.332 -7.172  0.21
59 H 2.785 -2.565 -6.430  0.19
60 H 1.623 -4.341 -5.107  0.18
61 H 1.051 -3.370 -4.022  0.20
62 H -0.644 -5.241 -5.491  0.21
63 H -0.409 -5.058 -3.651  0.24
64 H -1.359 -3.918 -4.574  0.20
65 H -0.303 -4.143 -7.342  0.20
66 H 1.373 -3.943 -7.673  0.19
67 H -0.384 -2.970 -9.308  0.23
68 H 0.881 -1.934 -9.108  0.22
69 H -0.545 -1.548 -8.230  0.21

Cartesian forces, eV/Å:
-0.20 -0.18 0.27
-0.24 -0.49 1.01
0.29 0.34 -0.60
-0.48 -0.02 -0.28
-3.03 -0.64 2.80
3.01 -3.83 1.25
-2.18 0.38 -4.15
2.70 3.45 -0.10
0.20 0.47 -0.78
-2.18 -0.94 3.92
-1.31 0.03 -3.99
0.98 4.66 0.72
2.97 -4.07 -0.10
-0.51 -0.08 -0.26
-3.20 3.51 0.32
3.07 0.88 -3.21
2.32 -0.34 3.90
-2.01 -3.64 -0.86
-1.85 -1.91 -0.59
-0.98 1.45 1.58
2.07 0.95 -0.04
0.59 -0.08 -0.43
-0.90 -0.36 -0.31
1.12 -0.87 1.32
0.16 1.23 -1.35
1.24 0.07 0.59
-2.08 0.25 -0.15
-0.88 -0.49 1.41
-0.61 0.09 0.42
-0.07 0.35 0.13
0.23 -1.62 -1.74
0.21 0.45 0.93
0.02 -0.20 0.28
0.08 0.37 -1.11
0.23 -0.21 -0.12
0.33 0.18 0.29
0.69 -0.23 -0.22
-0.54 0.26 -0.58
1.13 -0.12 -0.03
-0.17 0.35 -0.01
-0.02 0.29 -0.44
0.03 -0.12 0.07
0.05 -0.06 -0.10
0.07 0.14 0.39
0.03 -0.21 -0.03
-0.08 -0.03 0.01
-0.12 0.44 -0.10
0.56 -0.64 0.67
-1.73 0.10 1.76
0.84 0.16 -0.60
2.41 1.39 0.43
-0.51 0.36 -1.30
-0.80 -0.13 1.25
0.14 -0.25 -1.24
-0.06 -0.29 -0.01
0.03 0.19 -0.68
-0.11 0.72 -0.02
0.35 -0.13 0.10
-0.05 -0.37 -0.38
-0.06 -1.08 -0.74
-0.43 1.28 -0.06
-0.56 -0.66 0.61
0.14 -0.36 -0.41
-0.19 -0.01 0.00
-0.19 0.13 -0.05
0.31 0.04 -0.27
-0.58 0.06 0.11
0.61 -0.02 0.55
-0.27 -0.36 0.37

Results
LUMO (hartree): -0.31191
HOMO energy (eV): -11.215
Largest force on an atom (Eh/bohr): 0.09804
HOMO-LUMO gap (eV): 2.73
Total charge: +1